Entry from OMol25: a 7-piece molecular cluster, C54H120F2N7O4S2 overall (ωB97M-V with the def2-TZVPD basis set).

Properties
molar mass = 1033.729 g/mol
LUMO level = -9.39 eV
multiplicity = 1
F_max = 11.85 eV/A
energy = -3807.975158 a.u.
relative energy (zero: lowest compared OMol25 entry of this formula, charge and spin) = 115.2 kcal per mole
net charge = +5
frontier orbital gap = 10.81 eV

Each atom is followed by the atoms it is bonded to, with distances in Å.
CARTESIAN COORDINATES (ANGSTROEM)
1 N 0.252 -0.224 1.640  S2 1.465, S6 1.669
2 S 1.193 0.599 0.878  N1 1.465, O3 1.448, O4 1.446, F5 1.629, S6 2.347
3 O 1.046 2.030 0.712  S2 1.448
4 O 2.004 -0.108 -0.088  S2 1.446
5 F 2.321 0.582 2.052  S2 1.629
6 S -0.938 -0.295 0.472  N1 1.669, S2 2.347, O7 1.461, O8 1.465, F9 1.666
7 O -0.569 -1.097 -0.691  S6 1.461
8 O -1.669 0.936 0.157  S6 1.465
9 F -1.974 -1.340 1.254  S6 1.666
10 C 2.497 0.180 -4.203  C11 1.559, H20 1.090, H21 1.090, H22 1.090
11 C 2.900 -1.296 -3.908  C10 1.559, C12 1.554, H23 1.090, H24 1.090
12 C 1.656 -2.160 -3.559  C11 1.554, N13 1.547, H25 1.090, H26 1.090
13 N 1.963 -3.599 -3.082  C12 1.547, C14 1.606, C18 1.531, C19 1.566
14 C 0.519 -4.246 -2.810  N13 1.606, C15 1.618, H27 1.090, H28 1.090
15 C 0.638 -5.707 -2.124  C14 1.618, C16 1.535, H29 1.090, H30 1.090
16 C 1.601 -5.687 -0.929  C15 1.535, C17 1.538, H31 1.090, H32 1.090
17 C 2.987 -5.151 -1.324  C16 1.538, C18 1.580, H33 1.090, H34 1.090
18 C 2.894 -3.670 -1.869  N13 1.531, C17 1.580, H35 1.090, H36 1.090
19 C 2.555 -4.366 -4.313  N13 1.566, H37 1.090, H38 1.090, H39 1.090
20 H 3.283 0.896 -4.441  C10 1.090
21 H 1.986 0.621 -3.346  C10 1.090
22 H 1.904 0.342 -5.103  C10 1.090
23 H 3.637 -1.312 -3.106  C11 1.090
24 H 3.527 -1.671 -4.716  C11 1.090
25 H 0.909 -2.275 -4.345  C12 1.090
26 H 1.271 -1.639 -2.682  C12 1.090
27 H -0.018 -3.611 -2.106  C14 1.090
28 H -0.039 -4.214 -3.746  C14 1.090
29 H -0.390 -6.044 -1.991  C15 1.090
30 H 0.997 -6.376 -2.907  C15 1.090
31 H 1.140 -5.014 -0.207  C16 1.090
32 H 1.671 -6.621 -0.371  C16 1.090
33 H 3.745 -5.339 -0.563  C17 1.090
34 H 3.328 -5.856 -2.082  C17 1.090
35 H 2.499 -2.897 -1.209  C18 1.090
36 H 3.789 -3.078 -2.057  C18 1.090
37 H 1.962 -4.238 -5.218  C19 1.090
38 H 2.587 -5.412 -4.008  C19 1.090
39 H 3.577 -4.027 -4.486  C19 1.090
40 C 2.641 -2.557 2.783  C41 1.504, H50 1.090, H51 1.090, H52 1.090
41 C 3.957 -2.443 2.065  C40 1.504, C42 1.517, H53 1.090, H54 1.090
42 C 5.189 -1.980 2.819  C41 1.517, N43 1.547, H55 1.090, H56 1.090
43 N 6.367 -1.514 1.933  C42 1.547, C44 1.525, C48 1.556, C49 1.561
44 C 7.527 -1.238 2.884  N43 1.525, C45 1.520, H57 1.090, H58 1.090
45 C 8.779 -0.599 2.308  C44 1.520, C46 1.523, H59 1.090, H60 1.090
46 C 8.435 0.701 1.593  C45 1.523, C47 1.556, H61 1.090, H62 1.090
47 C 7.303 0.521 0.541  C46 1.556, C48 1.600, H63 1.090, H64 1.090
48 C 6.017 -0.242 1.109  N43 1.556, C47 1.600, H65 1.090, H66 1.090
49 C 6.593 -2.719 0.967  N43 1.561, H67 1.090, H68 1.090, H69 1.090
50 H 2.645 -3.273 3.605  C40 1.090
51 H 1.833 -2.551 2.050  C40 1.090
52 H 2.623 -1.639 3.371  C40 1.090
53 H 3.885 -1.702 1.269  C41 1.090
54 H 4.162 -3.402 1.590  C41 1.090
55 H 5.570 -2.795 3.435  C42 1.090
56 H 4.977 -1.078 3.394  C42 1.090
57 H 7.154 -0.623 3.703  C44 1.090
58 H 7.605 -2.185 3.418  C44 1.090
59 H 9.467 -0.646 3.152  C45 1.090
60 H 9.246 -1.290 1.606  C45 1.090
61 H 8.196 1.431 2.367  C46 1.090
62 H 9.344 1.088 1.134  C46 1.090
63 H 7.047 1.467 0.064  C47 1.090
64 H 7.779 -0.059 -0.250  C47 1.090
65 H 5.482 0.396 1.813  C48 1.090
66 H 5.309 -0.435 0.303  C48 1.090
67 H 5.853 -2.720 0.166  C49 1.090
68 H 6.645 -3.589 1.623  C49 1.090
69 H 7.618 -2.738 0.599  C49 1.090
70 C 0.827 5.633 -6.686  C71 1.518, H80 1.090, H81 1.090, H82 1.090
71 C 0.286 4.237 -6.435  C70 1.518, C72 1.580, H83 1.090, H84 1.090
72 C -1.032 4.230 -5.563  C71 1.580, N73 1.558, H85 1.090, H86 1.090
73 N -1.527 2.787 -5.246  C72 1.558, C74 1.562, C78 1.570, C79 1.558
74 C -0.559 2.272 -4.134  N73 1.562, C75 1.568, H87 1.090, H88 1.090
75 C -1.112 0.933 -3.532  C74 1.568, C76 1.568, H89 1.090, H90 1.090
76 C -2.588 1.097 -3.031  C75 1.568, C77 1.508, H91 1.090, H92 1.090
77 C -3.545 1.734 -4.008  C76 1.508, C78 1.551, H93 1.090, H94 1.090
78 C -3.009 2.977 -4.766  N73 1.570, C77 1.551, H95 1.090, H96 1.090
79 C -1.516 1.798 -6.450  N73 1.558, H97 1.090, H98 1.090, H99 1.090
80 H 0.150 6.371 -7.115  C70 1.090
81 H 1.698 5.755 -7.330  C70 1.090
82 H 1.105 6.070 -5.726  C70 1.090
83 H 1.040 3.618 -5.950  C71 1.090
84 H 0.042 3.874 -7.433  C71 1.090
85 H -1.801 4.765 -6.120  C72 1.090
86 H -0.877 4.771 -4.629  C72 1.090
87 H -0.446 2.998 -3.329  C74 1.090
88 H 0.486 2.199 -4.432  C74 1.090
89 H -0.415 0.668 -2.737  C75 1.090
90 H -1.069 0.114 -4.250  C75 1.090
91 H -2.510 1.718 -2.139  C76 1.090
92 H -2.995 0.147 -2.686  C76 1.090
93 H -4.458 2.071 -3.517  C77 1.090
94 H -3.773 1.097 -4.862  C77 1.090
95 H -2.969 3.802 -4.054  C78 1.090
96 H -3.661 3.255 -5.594  C78 1.090
97 H -2.136 2.185 -7.259  C79 1.090
98 H -1.678 0.766 -6.139  C79 1.090
99 H -0.462 1.876 -6.716  C79 1.090
100 C -1.905 -5.077 0.660  C101 1.534, H110 1.090, H111 1.090, H112 1.090
101 C -2.840 -4.271 -0.250  C100 1.534, C102 1.618, H113 1.090, H114 1.090
102 C -4.206 -4.017 0.578  C101 1.618, N103 1.557, H115 1.090, H116 1.090
103 N -5.329 -3.486 -0.361  C102 1.557, C104 1.582, C108 1.598, C109 1.597
104 C -6.618 -3.435 0.555  N103 1.582, C105 1.556, H117 1.090, H118 1.090
105 C -7.753 -2.684 -0.199  C104 1.556, C106 1.507, H119 1.090, H120 1.090
106 C -7.343 -1.306 -0.649  C105 1.507, C107 1.552, H121 1.090, H122 1.090
107 C -5.961 -1.273 -1.355  C106 1.552, C108 1.514, H123 1.090, H124 1.090
108 C -4.831 -1.996 -0.655  N103 1.598, C107 1.514, H125 1.090, H126 1.090
109 C -5.556 -4.202 -1.769  N103 1.597, H127 1.090, H128 1.090, H129 1.090
110 H -0.982 -5.286 0.119  C100 1.090
111 H -2.226 -6.071 0.971  C100 1.090
112 H -1.652 -4.506 1.554  C100 1.090
113 H -2.968 -4.850 -1.165  C101 1.090
114 H -2.325 -3.320 -0.392  C101 1.090
115 H -4.199 -3.339 1.432  C102 1.090
116 H -4.661 -4.942 0.931  C102 1.090
117 H -6.164 -2.797 1.314  C104 1.090
118 H -6.807 -4.450 0.902  C104 1.090
119 H -8.608 -2.758 0.473  C105 1.090
120 H -7.983 -3.316 -1.058  C105 1.090
121 H -7.307 -0.860 0.345  C106 1.090
122 H -8.059 -0.981 -1.403  C106 1.090
123 H -5.521 -0.280 -1.448  C107 1.090
124 H -6.164 -1.471 -2.408  C107 1.090
125 H -4.591 -1.473 0.271  C108 1.090
126 H -3.942 -2.127 -1.273  C108 1.090
127 H -5.991 -5.169 -1.514  C109 1.090
128 H -4.669 -4.140 -2.399  C109 1.090
129 H -6.335 -3.636 -2.281  C109 1.090
130 C -2.391 9.143 -0.053  C131 1.590, H140 1.090, H141 1.090, H142 1.090
131 C -1.472 7.859 0.135  C130 1.590, C132 1.575, H143 1.090, H144 1.090
132 C -2.251 6.523 0.437  C131 1.575, N133 1.512, H145 1.090, H146 1.090
133 N -1.465 5.237 0.319  C132 1.512, C134 1.576, C138 1.645, C139 1.533
134 C -2.252 4.086 1.056  N133 1.576, C135 1.572, H147 1.090, H148 1.090
135 C -2.170 4.119 2.625  C134 1.572, C136 1.568, H149 1.090, H150 1.090
136 C -0.689 4.052 3.137  C135 1.568, C137 1.552, H151 1.090, H152 1.090
137 C -0.036 5.326 2.538  C136 1.552, C138 1.517, H153 1.090, H154 1.090
138 C 0.019 5.336 1.022  N133 1.645, C137 1.517, H155 1.090, H156 1.090
139 C -1.377 4.793 -1.145  N133 1.533, H157 1.090, H158 1.090, H159 1.090
140 H -1.853 10.041 -0.357  C130 1.090
141 H -2.944 9.428 0.842  C130 1.090
142 H -3.098 8.955 -0.860  C130 1.090
143 H -0.713 8.072 0.887  C131 1.090
144 H -1.084 7.902 -0.883  C131 1.090
145 H -2.970 6.350 -0.363  C132 1.090
146 H -2.785 6.542 1.387  C132 1.090
147 H -3.267 4.089 0.657  C134 1.090
148 H -1.612 3.263 0.739  C134 1.090
149 H -2.675 5.006 3.007  C135 1.090
150 H -2.725 3.259 3.001  C135 1.090
151 H -0.729 4.003 4.226  C136 1.090
152 H -0.085 3.194 2.842  C136 1.090
153 H -0.639 6.182 2.843  C137 1.090
154 H 0.982 5.422 2.916  C137 1.090
155 H 0.659 6.063 0.522  C138 1.090
156 H 0.462 4.374 0.763  C138 1.090
157 H -1.097 5.660 -1.743  C139 1.090
158 H -2.364 4.510 -1.511  C139 1.090
159 H -0.664 3.990 -1.332  C139 1.090
160 C 2.270 2.011 4.751  C161 1.526, H170 1.090, H171 1.090, H172 1.090
161 C 1.176 1.257 5.502  C160 1.526, C162 1.602, H173 1.090, H174 1.090
162 C 0.239 0.462 4.475  C161 1.602, N163 1.565, H175 1.090, H176 1.090
163 N -0.778 -0.515 5.155  C162 1.565, C164 1.568, C168 1.522, C169 1.549
164 C -0.027 -1.552 6.060  N163 1.568, C165 1.563, H177 1.090, H178 1.090
165 C -0.889 -2.770 6.526  C164 1.563, C166 1.522, H179 1.090, H180 1.090
166 C -1.440 -3.523 5.323  C165 1.522, C167 1.586, H181 1.090, H182 1.090
167 C -2.314 -2.424 4.586  C166 1.586, C168 1.478, H183 1.090, H184 1.090
168 C -1.502 -1.301 4.072  N163 1.522, C167 1.478, H185 1.090, H186 1.090
169 C -1.776 0.309 6.006  N163 1.549, H187 1.090, H188 1.090, H189 1.090
170 H 2.894 2.692 5.329  C160 1.090
171 H 1.709 2.669 4.087  C160 1.090
172 H 2.974 1.319 4.289  C160 1.090
173 H 0.574 1.923 6.120  C161 1.090
174 H 1.761 0.650 6.193  C161 1.090
175 H 0.980 -0.059 3.869  C162 1.090
176 H -0.275 1.081 3.740  C162 1.090
177 H 0.806 -1.952 5.482  C164 1.090
178 H 0.334 -0.983 6.917  C164 1.090
179 H -0.281 -3.436 7.138  C165 1.090
180 H -1.697 -2.326 7.106  C165 1.090
181 H -0.756 -3.987 4.613  C166 1.090
182 H -2.058 -4.344 5.688  C166 1.090
183 H -2.978 -2.831 3.823  C167 1.090
184 H -3.106 -2.115 5.269  C167 1.090
185 H -0.818 -1.524 3.253  C168 1.090
186 H -2.249 -0.570 3.761  C168 1.090
187 H -1.271 0.755 6.863  C169 1.090
188 H -2.599 -0.323 6.340  C169 1.090
189 H -2.110 1.121 5.360  C169 1.090

Results of the Mulliken charge analysis, in e, for atoms 1 through 5: N 0.335; S -0.310; O -0.537; O -0.274; F -0.195